1.
ORCA calculation (ωB97M-V with the def2-TZVPD basis set) on a molecular structure, C38H44As2F5O5Sc.

```
95
Properties=species:S:1:pos:R:3:lowdin_charge:R:1
Sc 0.664 0.915 -1.172 1.04
C 2.722 -1.356 -1.536 -0.09
C 2.204 -1.059 -2.934 -0.13
O 0.820 -0.719 -2.770 -0.24
C 0.185 -0.270 -4.002 -0.09
C -1.206 0.245 -3.650 -0.11
O -1.162 1.028 -2.457 -0.24
C -1.952 2.239 -2.489 -0.10
C -1.830 2.876 -1.133 -0.11
O -0.455 2.762 -0.732 -0.25
C 0.106 3.768 0.127 -0.10
C 1.607 3.657 -0.050 -0.10
O 1.882 2.258 0.181 -0.28
C 3.245 1.764 0.418 -0.08
C 3.617 0.784 -0.671 -0.11
O 2.528 -0.184 -0.693 -0.28
H 2.099 -2.147 -1.090 0.14
H 3.778 -1.606 -1.510 0.15
H 2.707 -0.217 -3.365 0.13
H 2.333 -1.914 -3.565 0.15
H 0.791 0.535 -4.446 0.13
H 0.105 -1.160 -4.628 0.15
H -1.517 0.837 -4.498 0.15
H -1.895 -0.560 -3.438 0.10
H -1.607 2.885 -3.330 0.14
H -3.000 1.968 -2.696 0.16
H -2.092 3.925 -1.230 0.15
H -2.445 2.381 -0.402 0.12
H -0.253 4.742 -0.129 0.15
H -0.172 3.519 1.134 0.10
H 1.923 3.958 -1.053 0.13
H 2.101 4.246 0.743 0.16
H 3.923 2.572 0.438 0.14
H 3.247 1.282 1.394 0.12
H 3.679 1.273 -1.625 0.12
H 4.546 0.283 -0.447 0.15
C -2.612 -0.391 1.017 -0.42
C -1.876 -0.123 2.337 -0.40
As -0.019 0.348 1.966 1.27
C 0.476 1.771 3.235 -0.37
C -0.416 2.810 3.517 -0.13
C 0.034 3.861 4.312 -0.08
C 1.331 3.935 4.779 -0.07
C 2.218 2.902 4.504 -0.05
C 1.772 1.806 3.740 -0.11
C 0.918 -1.157 2.786 -0.41
C 2.049 -1.717 2.186 -0.14
C 2.736 -2.740 2.824 -0.06
C 2.273 -3.232 4.053 -0.06
C 1.179 -2.657 4.663 -0.05
C 0.512 -1.574 4.042 -0.09
As -1.494 -1.622 -0.021 1.26
C -1.743 -3.226 0.986 -0.40
C -0.647 -3.840 1.592 -0.11
C -0.861 -4.917 2.460 -0.06
C -2.148 -5.361 2.699 -0.06
C -3.234 -4.758 2.065 -0.06
C -3.043 -3.705 1.195 -0.09
C -2.620 -2.032 -1.573 -0.40
C -3.925 -1.575 -1.853 -0.10
C -4.551 -1.877 -3.061 -0.07
C -3.888 -2.682 -3.978 -0.08
C -2.628 -3.199 -3.722 -0.07
C -2.015 -2.855 -2.520 -0.15
H -2.649 0.533 0.433 0.04
H -3.615 -0.771 1.157 0.07
H -1.840 -1.036 2.928 0.06
H -2.327 0.679 2.935 0.08
H -1.444 2.809 3.193 0.10
H -0.660 4.683 4.508 0.12
H 1.591 4.789 5.407 0.12
H 3.221 2.903 4.895 0.11
H 2.431 0.960 3.580 0.09
H 2.421 -1.367 1.208 0.09
H 3.597 -3.172 2.384 0.10
H 2.806 -4.052 4.519 0.12
H 0.795 -3.041 5.609 0.12
H -0.315 -1.154 4.570 0.10
H 0.348 -3.481 1.384 0.07
H 0.018 -5.384 2.882 0.11
H -2.365 -6.158 3.407 0.12
H -4.222 -5.113 2.275 0.11
H -3.902 -3.230 0.756 0.10
H -4.474 -0.943 -1.123 0.11
H -5.515 -1.480 -3.305 0.11
H -4.413 -2.931 -4.902 0.12
H -2.154 -3.902 -4.416 0.12
H -0.999 -3.226 -2.317 0.11
F 1.637 1.947 -2.437 -0.29
C 0.967 3.642 -4.392 0.16
F 0.645 4.684 -3.684 0.08
C 2.525 3.734 -4.541 -0.67
F 3.097 4.182 -3.435 0.15
F 3.060 2.558 -4.864 0.14
F 2.731 4.636 -5.538 0.15
```

Output
2S+1	1
HOMO	-13.1209	eV
charge	+2



2.
ORCA calculation (ωB97M-V with the def2-TZVPD basis set) on C2H4N2O2 in the gas phase.

```
10
Properties=species:S:1:pos:R:3:lowdin_charge:R:1
C -0.285 0.394 -0.028 -0.56
C -1.610 -0.282 -0.024 -0.04
N 2.008 -0.137 0.030 -0.11
N 0.735 -0.585 -0.109 0.12
O -0.094 1.568 -0.034 0.09
O 3.269 -0.430 0.015 -0.01
H -1.516 -1.455 -0.198 0.12
H -2.441 0.125 -0.741 0.12
H -2.109 -0.177 0.949 0.08
H 2.044 0.980 0.140 0.20
```

Output
2S+1	1
HOMO	-10.7971	eV
structure (SMILES)	CC(=O)/N=[NH+]/[O-]
relative energy (zero: lowest compared OMol25 entry of this formula, charge and spin)	125.4	kcal/mol



3.
ORCA calculation (ωB97M-V with the def2-TZVPD basis set) on C4H8N2O in the gas phase.

```
15
Properties=species:S:1:pos:R:3:lowdin_charge:R:1
C 0.407 -0.719 -0.742 -0.17
N -0.836 -0.032 -0.588 0.03
C -1.550 -0.121 0.588 -0.62
N -2.655 0.698 0.631 0.14
C 1.672 0.235 -0.460 -0.16
C 2.656 -0.087 0.362 -0.02
O -1.295 -0.916 1.464 0.05
H -0.996 0.769 -1.179 0.13
H -3.327 0.484 1.348 0.10
H -3.014 1.133 -0.203 0.09
H 0.789 -0.713 -1.798 0.12
H 0.445 -1.536 -0.024 0.11
H 1.589 1.238 -0.869 0.09
H 3.389 0.640 0.691 0.05
H 2.728 -1.073 0.780 0.05
```

Output
2S+1	1
HOMO	-9.2221	eV
structure (SMILES)	C=CCNC(N)=O
relative energy (zero: lowest compared OMol25 entry of this formula, charge and spin)	38.2	kcal/mol



4.
ORCA calculation (ωB97M-V with the def2-TZVPD basis set) on 3 unconnected molecules or ions with the total composition C11H25BN2O9P2S.

```
51
Properties=species:S:1:pos:R:3:lowdin_charge:R:1
O 0.782 5.325 -2.209 0.14
C 0.368 4.250 -2.502 -0.52
O 0.878 3.485 -3.475 0.06
C 0.326 2.111 -3.445 -0.23
C 1.413 1.292 -2.779 -0.15
P 1.251 -0.509 -2.666 0.43
O 2.466 -1.183 -3.143 -0.27
O 0.938 -0.795 -1.120 -0.17
O -0.078 -0.916 -3.447 -0.12
C -1.057 2.344 -2.797 -0.13
B -1.991 1.153 -2.284 -0.67
O -1.558 0.257 -1.347 0.14
O -3.271 1.027 -2.768 0.19
C -0.821 3.554 -1.865 -0.34
P -0.664 3.199 -0.084 0.48
S 0.820 2.147 0.609 0.27
H 0.203 1.847 -4.497 0.16
H 1.625 1.679 -1.778 0.04
H 2.320 1.424 -3.380 0.12
H 0.722 0.009 -0.612 -0.03
H -0.658 -1.463 -2.876 0.05
H -1.630 2.775 -3.633 0.15
H -2.205 0.000 -0.678 0.14
H -3.631 1.842 -3.136 0.11
H -1.706 4.201 -1.931 0.14
H -0.740 4.474 0.485 0.00
H -1.926 2.652 0.189 0.00
C -0.734 -5.438 -1.756 0.00
C -0.455 -4.056 -1.216 -0.52
O -0.880 -3.048 -1.762 0.02
N 0.302 -3.949 -0.100 0.02
C 0.898 -5.007 0.686 -0.07
H -1.343 -5.332 -2.648 0.08
H 0.194 -5.948 -2.016 0.09
H -1.271 -6.044 -1.025 0.08
H 0.470 -2.992 0.175 0.13
H 0.537 -4.978 1.715 0.08
H 1.985 -4.915 0.700 0.09
H 0.644 -5.975 0.264 0.07
C -0.604 0.242 5.913 -0.01
C -0.295 1.188 4.774 -0.56
O -1.163 1.578 4.010 0.01
N 0.995 1.593 4.631 0.01
C 2.140 1.237 5.439 -0.08
H -1.667 0.022 5.884 0.08
H -0.044 -0.689 5.815 0.08
H -0.359 0.692 6.876 0.08
H 1.137 2.214 3.848 0.11
H 2.589 2.123 5.891 0.08
H 2.903 0.741 4.837 0.08
H 1.843 0.562 6.236 0.07
```

Output
2S+1	1
HOMO	-9.3519	eV
structure (SMILES)	O=C1O[C@@H](CP(=O)(O)O)[C@@H](B(O)O)[C@H]1[PH2]=S.CNC(C)=O.CNC(C)=O
relative energy (zero: lowest compared OMol25 entry of this formula, charge and spin)	0.0	kcal/mol



Question: HOMO of number 4 (C11H25BN2O9P2S)?
Answer: -9.3519 eV